1.
{"formula": "C17H13IO4", "method": "ωB97M-V with the def2-TZVPD basis set", "orbital_gap_ev": 6.82, "energy_ev": -34109.746, "e_lumo_ev": -1.98, "spin_multiplicity": 1, "homo_ev": -8.81, "charge": 0, "species": ["C", "C", "O", "C", "O", "C", "C", "C", "C", "C", "C", "C", "O", "C", "C", "C", "C", "C", "I", "C", "C", "O", "H", "H", "H", "H", "H", "H", "H", "H", "H", "H", "H", "H", "H"], "xyz": [[5.7835, 0.8248, 1.6716], [4.8884, 2.0763, 1.0686], [5.6861, 3.0431, 0.2723], [3.7795, 1.4132, 0.0149], [2.6342, 2.3514, -0.2292], [1.4904, 1.4190, -0.4569], [1.6372, 0.4139, -1.7782], [0.4125, -0.6742, -2.0434], [-0.9131, -0.7473, -1.0415], [-1.0339, 0.2785, 0.2345], [0.1646, 1.3908, 0.5469], [-2.4080, 0.1292, 1.1646], [-2.4094, 0.6921, 2.3899], [-3.6969, -0.7265, 0.5394], [-5.1872, -0.5381, 1.2597], [-6.5358, -1.3495, 0.7048], [-6.3893, -2.3163, -0.6112], [-4.9088, -2.5169, -1.3468], [-4.8573, -3.8301, -3.0958], [-3.5468, -1.7509, -0.7741], [-2.0443, -1.9240, -1.4068], [-1.6052, -2.9352, -2.1605], [6.7677, 1.1829, 2.2287], [6.0470, 0.1076, 0.7558], [5.0777, 0.2097, 2.3930], [4.2523, 2.6280, 1.8869], [6.4650, 2.5076, -0.0999], [3.2816, 0.4575, 0.5207], [4.2706, 1.0325, -0.9787], [2.5922, 0.4488, -2.4724], [0.4934, -1.4179, -2.9691], [0.0986, 2.1484, 1.4498], [-5.3773, 0.1518, 2.2010], [-7.5935, -1.2591, 1.2180], [-7.3159, -2.9212, -1.0568]], "forces_ev_per_angstrom": [[-0.706, 0.097, -0.458], [-0.809, -0.982, -1.280], [0.737, -2.363, 0.829], [0.229, -1.153, 1.531], [-1.759, -3.798, -0.120], [-2.051, -1.496, -1.105], [-4.184, -0.736, 2.720], [0.319, 2.382, 2.710], [2.238, 1.996, 0.320], [1.768, -0.383, -2.272], [0.605, -2.434, -3.108], [0.902, 2.069, 4.046], [-0.452, -3.514, -7.602], [-2.931, -1.157, -0.572], [-0.106, -2.420, -2.712], [4.000, -0.822, -2.552], [3.076, 1.821, 1.601], [-0.226, 2.575, 3.612], [0.012, 1.204, 1.600], [-2.559, 0.645, 1.394], [2.362, -2.703, -2.068], [-3.161, 5.865, 4.347], [-2.231, -0.728, -1.234], [-0.355, 1.548, 2.015], [1.635, 1.273, -1.369], [1.591, -0.852, -1.607], [-1.735, 1.198, 0.813], [1.367, 1.914, -0.882], [-0.770, 1.108, 1.787], [-2.340, -0.029, 1.636], [-0.325, 1.805, 2.360], [0.099, -1.870, -2.129], [0.870, -1.543, -2.252], [2.547, -0.064, -1.100], [2.345, 1.547, 1.103]], "lowdin_charge": [-0.0878, -0.3307, -0.1101, -0.1657, -0.1586, -0.1386, 0.0233, 0.0244, -0.0295, -0.0224, 0.0877, -0.1920, -0.0540, -0.0103, 0.0160, -0.0423, -0.0977, -0.5685, 0.7719, -0.0549, -0.2219, -0.0841, 0.0979, 0.0961, 0.0929, 0.1595, 0.1134, 0.1373, 0.1302, 0.1036, 0.1082, 0.1158, 0.1040, 0.0934, 0.0934]}


2.
{"formula": "C17H13IrN6OS5", "method": "ωB97M-V with the def2-TZVPD basis set", "orbital_gap_ev": [7.27, 5.09], "energy_ev": -85835.947, "e_lumo_ev": [-0.47, -3.09], "spin_multiplicity": 5, "homo_ev": [-7.74, -8.18], "charge": 0, "s_squared": 6.06, "species": ["Ir", "S", "C", "S", "C", "C", "N", "C", "N", "N", "C", "N", "C", "C", "O", "C", "C", "H", "H", "H", "H", "H", "H", "H", "H", "S", "C", "S", "C", "N", "N", "C", "C", "C", "C", "C", "C", "S", "H", "H", "H", "H", "H"], "xyz": [[1.0784, -0.1769, -0.9251], [1.2384, -2.4761, -1.4764], [2.2330, -2.0767, -2.7840], [2.3164, -0.3655, -2.8535], [2.8813, -2.9429, -3.7047], [3.9733, -2.4461, -4.4353], [4.8727, -1.9854, -4.9982], [2.8217, -4.3335, -3.6720], [2.8935, -5.4983, -3.7571], [-0.1093, 1.0541, -1.5063], [-0.9327, 1.6339, -2.1153], [-1.5049, 2.5063, -2.9093], [-2.0313, 2.0047, -4.1857], [-3.2806, 2.7477, -4.6861], [-2.9786, 4.1216, -4.5782], [-2.5863, 4.6497, -3.2969], [-1.3825, 3.9422, -2.6830], [-2.2402, 0.9401, -4.1452], [-1.2269, 2.0603, -4.9363], [-4.1032, 2.5869, -3.9998], [-3.5278, 2.4477, -5.7135], [-3.4384, 4.5287, -2.6133], [-2.3782, 5.7590, -3.4156], [-1.0803, 4.1973, -1.6035], [-0.4377, 4.2713, -3.1909], [3.4836, -3.1199, 4.9097], [2.6631, -2.2784, 3.7257], [3.4732, -1.7911, 2.2393], [2.1175, -0.7026, 1.7836], [1.1167, -0.8001, 2.6347], [1.4203, -1.5939, 3.7273], [0.4790, -1.6265, 4.7963], [0.2359, -2.7078, 5.5947], [-0.8834, -2.7256, 6.4252], [-1.6443, -1.5896, 6.6503], [-1.2518, -0.4487, 5.9868], [-0.2025, -0.3819, 5.0448], [2.6242, 0.4993, 0.5799], [0.9340, -3.5435, 5.5905], [-1.1554, -3.6629, 6.9044], [-2.6195, -1.6619, 7.0985], [-1.7245, 0.5683, 6.2116], [-0.1361, 0.4169, 4.2823]], "forces_ev_per_angstrom": [[3.142, -4.175, 1.358], [-0.824, -0.502, 0.912], [0.981, -1.318, -1.764], [0.931, 0.652, -0.963], [-0.716, 1.948, 2.041], [0.963, 1.149, -1.082], [-0.498, -0.348, 0.269], [-0.096, -3.448, -0.106], [-0.337, 2.099, 0.297], [-5.363, 3.553, -1.963], [1.603, 0.855, -0.117], [-1.118, -1.101, 0.738], [0.056, -0.547, -1.409], [1.333, 0.309, 1.904], [0.691, 1.545, -0.683], [-0.697, 0.246, 0.198], [2.231, 0.991, 0.042], [-0.067, -0.167, 0.573], [-0.189, 0.405, 0.079], [-0.515, -0.614, 0.020], [0.116, 0.464, 0.344], [0.010, 0.118, -0.015], [-0.264, -1.474, -0.068], [-1.329, -0.570, -1.338], [-0.737, -0.211, -0.131], [-0.914, 0.309, -0.673], [-0.160, 1.278, -0.098], [-0.983, 0.219, 0.208], [0.717, -1.151, 2.172], [1.238, 0.782, -0.564], [1.608, -1.508, -0.735], [-0.566, 3.077, -0.162], [0.272, -1.085, 0.336], [0.114, -0.228, 0.391], [0.220, -0.706, -1.071], [0.316, 3.432, -0.488], [-0.977, -2.309, -0.369], [-0.390, -0.307, 0.874], [-0.493, -0.016, -0.304], [0.140, 0.149, 0.008], [0.082, 0.191, 0.667], [0.211, -1.707, -0.405], [0.258, -0.278, 1.074]], "lowdin_charge": [0.6914, 0.5561, -1.1099, 0.5817, -0.3447, -0.2536, 0.1734, -0.2244, 0.1739, -0.1831, -0.1526, -0.0787, -0.1002, -0.1612, -0.1457, -0.1627, -0.1133, 0.1315, 0.1402, 0.1221, 0.1408, 0.1237, 0.1517, 0.1634, 0.1388, 0.5930, -1.0491, 0.9302, -1.0406, 0.0221, -0.1419, -0.2161, -0.0525, -0.0737, -0.1017, -0.1039, -0.0014, 0.4663, 0.0694, 0.1085, 0.1017, 0.1234, 0.1079]}


3.
{"formula": "C17H13N4S4Ti", "method": "ωB97M-V with the def2-TZVPD basis set", "orbital_gap_ev": [6.69, 6.02], "energy_ev": -90258.209, "e_lumo_ev": [-0.81, -1.73], "spin_multiplicity": 2, "homo_ev": [-7.50, -7.75], "charge": 0, "s_squared": 0.77, "species": ["Ti", "S", "C", "C", "C", "C", "C", "N", "H", "H", "H", "H", "C", "C", "C", "C", "C", "C", "N", "N", "C", "C", "C", "C", "C", "N", "H", "H", "H", "H", "H", "H", "H", "H", "H", "S", "C", "S", "S"], "xyz": [[-0.0521, -0.8728, -1.3380], [2.3318, -0.7235, -1.9439], [2.0180, 0.9776, -1.7245], [2.9472, 2.0110, -1.5969], [2.4779, 3.2944, -1.4264], [1.1046, 3.5416, -1.3673], [0.2528, 2.4735, -1.4781], [0.7038, 1.2212, -1.6631], [4.0043, 1.7852, -1.6364], [3.1781, 4.1160, -1.3326], [0.7101, 4.5393, -1.2328], [-0.8197, 2.6007, -1.4307], [2.2224, -2.6154, 3.6113], [1.2334, -1.7055, 3.9662], [0.4706, -1.0775, 2.9944], [0.7075, -1.3582, 1.6548], [1.6805, -2.2649, 1.2916], [2.4362, -2.8936, 2.2712], [-0.0777, -0.7180, 0.6040], [-1.0441, 0.0386, 1.0853], [-1.9050, 0.5677, 0.1506], [-2.9802, 1.3461, 0.5885], [-3.8408, 1.8779, -0.3360], [-3.6395, 1.6260, -1.6985], [-2.5811, 0.8356, -2.0642], [-1.7295, 0.3205, -1.1553], [2.8138, -3.1067, 4.3736], [1.0457, -1.4850, 5.0106], [-0.3041, -0.3801, 3.2719], [1.8428, -2.5073, 0.2525], [3.1889, -3.6109, 1.9703], [-3.1019, 1.4956, 1.6538], [-4.6786, 2.4812, -0.0097], [-4.3037, 2.0218, -2.4547], [-2.3916, 0.5805, -3.0953], [-1.3017, -5.2647, -1.0307], [-1.0276, -3.7332, -1.4405], [-2.0624, -2.3457, -1.1983], [0.4710, -3.0891, -2.0965]], "forces_ev_per_angstrom": [[0.276, -1.225, -0.901], [-0.130, 0.230, 0.111], [0.128, -0.227, -0.079], [0.094, 0.003, -0.010], [0.091, 0.077, 0.015], [0.086, 0.084, 0.004], [0.024, -0.244, -0.049], [-0.326, -0.016, -0.001], [-0.045, 0.022, 0.008], [-0.015, -0.028, -0.006], [0.043, -0.033, -0.009], [-0.021, 0.020, 0.015], [-0.033, 0.036, 0.003], [-0.022, 0.012, -0.020], [0.010, 0.045, 0.237], [-0.593, 0.538, -0.749], [0.306, -0.312, -0.017], [0.020, -0.026, -0.083], [0.349, -0.135, 1.354], [-0.499, 0.350, -0.371], [0.474, -0.291, 0.611], [-0.244, 0.252, 0.234], [-0.060, 0.047, 0.154], [-0.034, 0.019, -0.112], [0.116, -0.155, 0.323], [-0.689, 0.530, -0.195], [-0.023, 0.012, -0.019], [0.014, -0.009, -0.049], [0.002, 0.009, -0.028], [0.019, -0.006, -0.046], [-0.001, 0.009, 0.033], [0.005, 0.016, -0.088], [0.022, -0.018, -0.028], [0.030, -0.016, 0.051], [0.047, -0.050, -0.122], [-0.142, -0.254, -0.029], [0.206, 0.455, -0.005], [0.475, 0.110, -0.283], [0.043, 0.170, 0.148]], "lowdin_charge": [0.5318, 0.6339, -0.7173, -0.0667, -0.0499, -0.0531, -0.1050, -0.0689, 0.1124, 0.1138, 0.1075, 0.1050, -0.0866, -0.0798, -0.0286, -0.2187, -0.0469, -0.0675, -0.1217, 0.0819, -0.3771, 0.0104, -0.0474, -0.0505, -0.1331, -0.1516, 0.1022, 0.1032, 0.0993, 0.0373, 0.1088, 0.1226, 0.1134, 0.1110, 0.1286, 0.5766, -1.7682, 0.5842, 0.4545]}


4.
{"formula": "C17H13O4PV", "method": "ωB97M-V with the def2-TZVPD basis set", "orbital_gap_ev": [5.07, 5.36], "energy_ev": -60987.034, "e_lumo_ev": [-10.61, -10.32], "spin_multiplicity": 4, "homo_ev": [-15.68, -15.68], "charge": 2, "s_squared": 3.78, "species": ["V", "O", "C", "C", "O", "C", "O", "C", "O", "C", "P", "C", "C", "C", "C", "C", "C", "C", "C", "C", "C", "C", "C", "H", "H", "H", "H", "H", "H", "H", "H", "H", "H", "H", "H", "H"], "xyz": [[2.5047, 0.8579, -0.5249], [4.6422, -1.2847, -0.9751], [3.7416, -0.5510, -0.8695], [1.7364, 1.8539, -1.9679], [1.2519, 2.6215, -2.7047], [1.8886, 1.0384, 1.2993], [1.5289, 1.2797, 2.3871], [3.8483, 2.2414, -0.2160], [4.6583, 3.0521, -0.0255], [-0.5760, -0.4528, -2.2332], [0.1285, 0.0161, -0.6109], [-1.1896, 1.1843, -0.0456], [-2.5518, 0.8381, -0.0695], [-3.5301, 1.7788, 0.2768], [-3.1585, 3.0738, 0.6651], [-1.8077, 3.4246, 0.6891], [-0.8331, 2.4900, 0.3287], [0.1095, -1.6161, 0.2438], [1.3189, -2.0675, 0.7958], [1.4331, -3.3409, 1.3453], [0.3162, -4.1821, 1.3854], [-0.9031, -3.7413, 0.8570], [-1.0163, -2.4575, 0.2843], [-0.6383, 0.4575, -2.8483], [-1.5815, -0.8968, -2.1198], [0.0890, -1.1850, -2.7185], [-2.8520, -0.1716, -0.3619], [-4.5818, 1.4914, 0.2477], [-3.9232, 3.7969, 0.9575], [-1.5031, 4.4190, 1.0004], [0.2198, 2.7905, 0.3572], [2.2083, -1.4209, 0.8077], [2.3817, -3.6614, 1.7490], [0.3928, -5.1670, 1.8454], [-1.7824, -4.3865, 0.8890], [-1.9702, -2.1226, -0.1201]], "forces_ev_per_angstrom": [[-2.660, -0.614, 0.092], [-4.223, 2.984, 0.445], [6.525, -4.736, -1.327], [-2.660, 4.948, -6.442], [2.078, -3.615, 3.474], [-2.280, 1.259, 9.116], [1.725, -1.271, -5.516], [5.447, 4.754, 1.051], [-3.627, -3.453, -0.821], [0.726, 0.158, -0.607], [-2.704, -1.087, 0.104], [0.465, 0.355, 0.261], [0.007, -0.032, -0.037], [0.412, -0.091, -0.001], [0.127, -0.334, -0.069], [0.081, -0.190, -0.050], [-0.258, -0.154, 0.056], [0.376, 0.224, 0.343], [-0.173, -0.132, -0.075], [-0.363, 0.056, -0.053], [-0.043, 0.395, -0.125], [0.027, 0.610, -0.175], [0.397, -0.308, 0.164], [-0.161, -0.376, 0.045], [0.533, 0.290, 0.137], [-0.314, 0.209, 0.071], [-0.025, 0.426, 0.116], [0.323, 0.089, 0.024], [0.290, -0.231, -0.135], [-0.080, -0.111, -0.083], [-0.220, 0.042, -0.012], [-0.240, -0.205, 0.051], [0.022, -0.085, 0.059], [-0.022, 0.246, -0.190], [0.281, 0.199, 0.000], [0.211, -0.218, 0.106]], "lowdin_charge": [0.3756, 0.2346, -0.0484, -0.0983, 0.2297, -0.0861, 0.2487, -0.0197, 0.2523, -0.1920, 1.0079, -0.3343, -0.0652, -0.0265, -0.0246, -0.0419, -0.1146, -0.3348, -0.1250, -0.0382, -0.0215, -0.0199, -0.0504, 0.0618, 0.0711, 0.0746, 0.0976, 0.1272, 0.1297, 0.1223, 0.0814, 0.0491, 0.1209, 0.1294, 0.1278, 0.0994]}